C27H43BF5IO13PS | ωB97M-V/def2-TZVPD

Geometry as ORCA input:
```
! wB97M-V def2-TZVPD RIJCOSX def2/J DEFGRID3
* xyz -1 1
C 1.9761 -1.9957 1.3010
C 2.7665 -0.9279 1.5759
C 2.8431 0.2417 0.6288
O 3.3916 0.0501 -0.4204
O 2.3502 1.4510 0.9497
C 1.1425 1.3953 1.7408
C 0.4204 2.7241 1.6580
C -0.4872 2.9799 2.8710
C -1.3828 1.8021 3.2961
C -2.8049 1.8806 2.7503
C -2.8746 1.8151 1.2091
B -4.2658 1.1505 0.6644
C -4.3475 -0.4898 0.8864
C -3.0348 -1.1416 1.3216
C -2.9821 -2.6802 1.4845
I -4.8142 -3.7587 1.2661
C -5.5053 1.9386 1.3911
P -7.1877 1.6416 0.8573
O -7.5028 0.2836 0.4086
O -7.6375 2.7931 -0.1613
O -8.1134 2.0430 2.1538
S -4.3189 1.5192 -1.2484
O -4.3027 2.9553 -1.4927
O -5.3823 0.8303 -1.9497
C -2.7932 0.8112 -2.1287
F -3.0852 0.8827 -3.4354
F -2.6766 -0.4919 -1.8183
C -1.4025 1.5046 -1.9364
F -0.6008 0.7473 -1.1691
F -1.4878 2.7217 -1.4179
F -0.7840 1.6231 -3.1232
H 0.8997 -1.8796 1.1832
H 2.3784 -2.9933 1.1466
H 3.3261 -0.8628 2.5069
H 1.3793 1.1594 2.7826
H 0.4977 0.6124 1.3387
H 1.1683 3.5201 1.6120
H -0.1716 2.7938 0.7476
H -1.1467 3.8084 2.5954
H 0.1068 3.3443 3.7125
H -1.4415 1.7990 4.3897
H -0.9718 0.8299 3.0117
H -3.2917 2.7993 3.0936
H -3.3879 1.0596 3.1821
H -2.8247 2.8439 0.8319
H -1.9802 1.3010 0.8453
H -5.0961 -0.6743 1.6610
H -4.6852 -0.9549 -0.0416
H -2.2370 -0.8906 0.6180
H -2.7148 -0.7447 2.2879
H -2.2394 -3.1163 0.8212
H -2.6755 -2.9141 2.4984
H -5.5021 1.7023 2.4580
H -5.3233 3.0166 1.2998
H -7.8329 3.5938 0.3394
H -7.9328 1.3763 2.8258
O 8.9699 1.6056 -2.5505
C 7.8398 1.2585 -2.7591
O 7.2517 0.2636 -2.0612
C 5.9399 -0.0160 -2.5997
C 5.5337 1.2547 -3.3302
C 6.8814 1.7836 -3.8086
H 6.0238 -0.8704 -3.2750
H 5.2621 -0.2658 -1.7903
H 4.8180 1.0774 -4.1290
H 5.0865 1.9564 -2.6242
H 7.1538 1.3569 -4.7722
H 6.9211 2.8694 -3.8523
O 6.1794 0.2981 -6.3676
C 6.9455 -0.3299 -7.0375
O 7.8254 -1.2040 -6.4959
C 8.6942 -1.7336 -7.5095
C 7.9363 -1.5487 -8.8199
C 7.1375 -0.2769 -8.5414
H 9.6299 -1.1710 -7.4878
H 8.9051 -2.7742 -7.2766
H 8.5912 -1.4869 -9.6864
H 7.2528 -2.3849 -8.9725
H 7.7001 0.6263 -8.7831
H 6.1752 -0.2531 -9.0447
O -2.4471 -2.7389 4.4796
C -2.9286 -3.3373 5.3940
O -2.2504 -4.2868 6.0863
C -3.1160 -4.9119 7.0464
C -4.2372 -3.9078 7.2921
C -4.3400 -3.2190 5.9331
H -3.4852 -5.8467 6.6185
H -2.5374 -5.1383 7.9391
H -5.1605 -4.3736 7.6303
H -3.9270 -3.1854 8.0488
H -5.0089 -3.7436 5.2485
H -4.6329 -2.1751 5.9982
*
```

Calculated values
Electronic energy in eV: -97805.9273
Lowest unoccupied orbital energy in eV: 1.780
Maximum force in eV/Å: 1.9
E_HOMO in eV: -6.192


C27H43Cl2N9O4P | ωB97M-V/def2-TZVPD

Geometry as ORCA input:
```
! wB97M-V def2-TZVPD RIJCOSX def2/J DEFGRID3
* xyz 1 1
C 1.8669 4.1997 0.7401
C 0.9353 3.9125 -0.5388
O 1.3812 2.7372 -1.2923
C 2.5879 3.0645 -2.0499
P 2.2774 2.6170 -3.8916
O 2.6225 3.9977 -4.8367
C 0.4118 2.2036 -3.9676
C 0.1175 0.6496 -3.6742
C -1.1526 0.4195 -2.7014
O -2.2073 -0.0082 -3.2236
O -1.0887 0.6761 -1.2925
C 3.3558 1.1286 -4.3780
Cl 4.7981 0.7410 -3.2934
C 3.1090 0.3070 -5.5097
C 3.9804 -0.9781 -5.9212
Cl 1.6991 0.6860 -6.6408
H 2.6236 5.0007 0.4304
H 1.2293 4.6202 1.5900
H 2.4350 3.2446 1.0315
H 0.9344 4.8006 -1.2719
H -0.1380 3.6812 -0.1983
H 3.4262 2.4503 -1.5835
H 2.8806 4.1693 -1.9547
H 2.5413 4.8136 -4.2793
H -0.2098 2.9068 -3.3074
H 0.0541 2.4054 -5.0458
H -0.1197 0.0385 -4.6183
H 1.0274 0.1177 -3.2006
H -0.5380 -0.0707 -0.9442
H 3.2481 -1.8700 -5.8720
H 4.3502 -0.9134 -7.0111
H 4.8202 -1.2141 -5.1928
C -2.3623 -2.4682 1.5166
C -1.3656 -2.3642 0.4035
N -0.5783 -2.2778 -0.4712
H -2.3232 -1.5684 2.1325
H -3.3672 -2.5752 1.1066
H -2.1375 -3.3326 2.1370
C -2.5929 -5.7391 4.6338
C -3.3795 -4.6666 3.9464
N -3.9987 -3.8217 3.4062
H -2.8762 -5.7890 5.6864
H -2.7924 -6.7036 4.1644
H -1.5263 -5.5200 4.5607
C -6.6941 -1.5657 5.4862
C -5.9264 -2.4232 6.4442
N -5.3225 -3.1029 7.1983
H -6.3478 -0.5330 5.5542
H -6.5458 -1.9257 4.4667
H -7.7577 -1.6019 5.7265
C 2.1201 -2.3139 -9.3141
C 2.8941 -3.1654 -8.3562
N 3.5093 -3.8475 -7.5989
H 2.4393 -1.2742 -9.2240
H 2.2894 -2.6513 -10.3378
H 1.0543 -2.3802 -9.0903
C 4.4540 6.4050 2.8764
C 4.5263 6.4648 1.3812
N 4.5825 6.5112 0.2045
H 3.4219 6.5415 3.2034
H 4.8139 5.4364 3.2265
H 5.0723 7.1928 3.3092
C 1.7748 -1.5799 2.8425
C 0.7738 -2.6579 3.1228
N -0.0129 -3.5063 3.3425
H 1.6586 -1.2247 1.8172
H 1.6228 -0.7454 3.5288
H 2.7855 -1.9696 2.9729
C -3.2061 -0.5412 8.7304
C -3.9828 0.5398 8.0503
N -4.6007 1.3839 7.5070
H -3.4884 -0.5953 9.7828
H -3.4164 -1.5009 8.2547
H -2.1372 -0.3342 8.6586
C 1.3472 -5.7850 -5.6441
C 1.5640 -7.1391 -5.0407
N 1.7345 -8.2039 -4.5660
H 1.3858 -5.0213 -4.8656
H 2.1226 -5.5793 -6.3835
H 0.3715 -5.7477 -6.1313
C -4.1952 4.0822 5.3613
C -3.1948 4.1649 4.2480
N -2.4079 4.2298 3.3722
H -4.1493 4.9869 5.9696
H -5.2007 3.9805 4.9504
H -3.9792 3.2177 5.9917
*
```

Calculated values
Electronic energy in eV: -84618.4920
Lowest unoccupied orbital energy in eV: -3.916
Maximum force in eV/Å: 4.8
E_HOMO in eV: -12.766